#i
ORCA calculation (ωB97M-V with the def2-TZVPD basis set) on CH3FN2O in the gas phase.

Cartesian coordinates (Å):
C 0.30 -0.15 0.27
N -0.85 -1.07 0.09
N 0.45 0.83 -0.67
O 1.01 -0.21 1.19
F 1.09 1.88 -0.05
H -1.73 -0.61 -0.09
H -0.94 -1.48 0.94
H 0.67 0.82 -1.69

Properties
Molecular weight ... 78.0 g mol⁻¹
Orbital gap ... 11.249 eV
SMILES ... NC(=O)NF
E_HOMO ... -10.38 eV
Total charge ... 0
LUMO energy ... 0.866 eV

=====

#ii
ORCA calculation (ωB97M-V with the def2-TZVPD basis set) on 2 unconnected molecules or ions with the total composition CH3FN2O.

Cartesian coordinates (Å):
C -0.27 -0.19 0.49
N -0.86 -0.68 -0.58
N 0.77 0.62 0.43
O -0.56 -0.34 1.69
F 1.74 1.38 -1.23
H -0.48 -0.47 -1.49
H -1.69 -1.25 -0.50
H 1.35 0.93 1.18

Properties
Molecular weight ... 78.0 g mol⁻¹
Orbital gap (alpha / beta) ... 8.227 / 8.253 eV
E_HOMO (alpha / beta) ... -11.24 / -11.27 eV
Total charge ... 0
LUMO energy (alpha / beta) ... -3.012 / -3.014 eV

=====

Name the most stable of them. #i.

=====

#i
ORCA calculation (ωB97M-V with the def2-TZVPD basis set) on a molecular structure, C24H25FN5O6RuS2.

Cartesian coordinates (Å):
Ru 2.81 0.41 1.89
C 6.89 0.75 2.87
C 5.47 0.36 3.21
C 5.39 -0.67 4.32
O 4.86 -0.25 2.04
C 4.66 1.61 3.65
O 5.17 2.40 4.40
O 3.43 1.69 3.22
H 7.47 -0.14 2.61
H 7.35 1.24 3.73
H 6.92 1.45 2.04
H 5.99 -1.55 4.05
H 4.36 -0.98 4.48
H 5.78 -0.24 5.24
H 5.18 0.23 1.25
S 0.58 1.17 1.88
C 0.20 -0.22 2.81
S 1.67 -0.97 3.34
C -1.06 -0.73 3.05
C -2.23 -0.13 2.53
N -3.21 0.33 2.12
C -1.26 -1.94 3.79
N -1.45 -2.91 4.37
C -0.14 0.71 -5.23
C -0.06 1.64 -4.04
N 0.49 0.98 -2.85
C 1.74 1.28 -2.45
C 2.36 0.73 -1.36
C 3.69 1.28 -0.92
O 4.53 1.55 -1.76
O 3.79 1.48 0.35
C 1.71 -0.32 -0.66
O 2.20 -0.91 0.33
C 0.36 -0.65 -1.10
C -0.38 -1.54 -0.31
C -1.72 -1.64 -0.50
F -2.42 -2.45 0.33
C -2.39 -0.89 -1.48
C -1.64 -0.10 -2.32
C -0.26 0.06 -2.13
N -3.81 -0.75 -1.55
C -4.61 -1.88 -1.07
C -6.07 -1.65 -1.41
N -6.50 -0.38 -0.72
C -5.68 0.79 -1.19
C -4.23 0.49 -0.90
H -0.55 1.24 -6.09
H -0.78 -0.15 -5.03
H 0.85 0.34 -5.50
H -1.04 2.06 -3.79
H 0.59 2.48 -4.25
H 2.27 2.02 -3.04
H 0.11 -2.06 0.50
H -2.17 0.46 -3.09
H -4.53 -2.03 0.01
H -4.28 -2.79 -1.56
H -6.69 -2.46 -1.05
H -6.23 -1.49 -2.47
H -6.36 -0.49 0.29
H -7.50 -0.21 -0.87
H -6.02 1.67 -0.66
H -5.88 0.89 -2.26
H -4.06 0.46 0.19
H -3.64 1.32 -1.28

Properties
Molecular weight ... 663.7 g mol⁻¹
Orbital gap (alpha / beta) ... 5.768 / 5.653 eV
E_HOMO (alpha / beta) ... -7.19 / -7.08 eV
<S²> ... 0.755
Spin multiplicity ... 2
Total charge ... 0
LUMO energy (alpha / beta) ... -1.422 / -1.422 eV

=====

#ii
ORCA calculation (ωB97M-V with the def2-TZVPD basis set) on a molecular structure, C24H25FN5O6RuS2.

Cartesian coordinates (Å):
Ru -0.49 3.06 -0.29
C -2.06 6.56 -2.25
C -1.74 5.64 -1.09
C -1.57 6.40 0.21
O -0.53 4.89 -1.42
C -2.84 4.55 -0.94
O -4.00 4.85 -1.16
O -2.45 3.37 -0.57
H -1.32 7.36 -2.31
H -3.05 7.00 -2.09
H -2.08 6.01 -3.18
H -0.85 7.21 0.07
H -1.24 5.76 1.02
H -2.53 6.84 0.49
H 0.27 5.36 -1.15
S -0.92 3.31 1.97
C -1.44 1.69 2.04
S -0.91 0.95 0.57
C -2.12 1.03 3.05
C -2.33 -0.36 2.93
N -2.51 -1.49 2.80
C -2.52 1.68 4.25
N -2.85 2.21 5.22
C 3.94 -1.51 1.77
C 4.21 -1.35 0.28
N 3.21 -0.52 -0.39
C 3.36 0.83 -0.36
C 2.45 1.72 -0.83
C 2.56 3.17 -0.43
O 3.65 3.72 -0.45
O 1.46 3.68 0.00
C 1.33 1.24 -1.58
O 0.46 1.97 -2.10
C 1.15 -0.22 -1.58
C -0.06 -0.72 -2.08
C -0.41 -2.00 -1.78
F -1.58 -2.50 -2.23
C 0.38 -2.81 -0.95
C 1.63 -2.36 -0.58
C 2.03 -1.05 -0.89
N -0.13 -4.01 -0.38
C 0.14 -5.27 -1.04
C -0.04 -6.39 -0.03
N -1.42 -6.31 0.57
C -1.67 -4.96 1.20
C -1.49 -3.92 0.13
H 4.69 -2.15 2.22
H 2.95 -1.94 1.95
H 3.96 -0.54 2.27
H 4.25 -2.31 -0.23
H 5.18 -0.87 0.12
H 4.24 1.20 0.15
H -0.72 -0.06 -2.61
H 2.21 -2.98 0.10
H 1.16 -5.29 -1.41
H -0.53 -5.44 -1.90
H 0.66 -6.28 0.80
H 0.07 -7.38 -0.48
H -1.57 -7.06 1.24
H -2.10 -6.43 -0.18
H -0.94 -4.84 2.00
H -2.68 -4.96 1.62
H -1.66 -2.94 0.57
H -2.24 -4.06 -0.66

Properties
Molecular weight ... 663.7 g mol⁻¹
Orbital gap (alpha / beta) ... 5.396 / 5.226 eV
E_HOMO (alpha / beta) ... -6.94 / -6.77 eV
<S²> ... 0.757
Spin multiplicity ... 2
Total charge ... 0
LUMO energy (alpha / beta) ... -1.541 / -1.541 eV

=====

Name the most stable of them. #i.

=====

#i
ORCA calculation (ωB97M-V with the def2-TZVPD basis set) on C20H18N2O4 in the gas phase.

Cartesian coordinates (Å):
C 5.98 -0.81 -1.04
H 6.68 -1.56 -1.37
O 5.24 -1.42 0.00
C 4.10 -0.90 0.47
C 3.41 -1.75 1.35
C 2.18 -1.42 1.85
C 1.55 -0.22 1.49
C 2.25 0.64 0.66
C 3.51 0.34 0.17
C 4.17 1.45 -0.57
O 5.29 1.87 -0.36
O 3.35 2.02 -1.46
H 3.77 2.81 -1.84
H 1.83 1.61 0.42
C 0.22 0.03 2.01
C -0.72 0.92 1.64
C -1.97 0.88 2.29
N -2.98 0.85 2.83
C -0.62 2.04 0.63
O 0.22 2.92 0.69
N -1.59 2.04 -0.30
C -2.61 1.06 -0.46
C -3.93 1.45 -0.32
C -4.95 0.53 -0.45
C -4.67 -0.80 -0.73
C -3.35 -1.17 -0.91
C -2.30 -0.26 -0.79
C -0.90 -0.73 -1.06
H -0.21 0.11 -1.17
H -0.87 -1.32 -1.97
H -0.54 -1.35 -0.24
H -3.11 -2.19 -1.15
C -5.78 -1.80 -0.84
H -6.60 -1.41 -1.43
H -5.42 -2.73 -1.29
H -6.16 -2.03 0.16
H -5.98 0.85 -0.32
H -4.15 2.48 -0.08
H -1.65 2.87 -0.87
H -0.08 -0.67 2.79
H 1.68 -2.11 2.52
H 3.88 -2.69 1.60
H 6.52 0.08 -0.69
H 5.32 -0.52 -1.87

Properties
Molecular weight ... 350.4 g mol⁻¹
Orbital gap ... 8.135 eV
SMILES ... COc1ccc(/C=C(/C#N)C(=O)Nc2ccc(C)cc2C)cc1C(=O)O
E_HOMO ... -8.55 eV
Total charge ... 0
LUMO energy ... -0.415 eV

=====

#ii
ORCA calculation (ωB97M-V with the def2-TZVPD basis set) on C20H18N2O4 in the gas phase.

Cartesian coordinates (Å):
C 0.43 -1.09 -2.54
N 0.31 -2.51 -2.29
C 0.61 -3.14 -1.14
O 0.58 -4.36 -1.05
C 0.99 -2.29 0.07
H 1.15 -2.97 0.91
H 1.91 -1.72 -0.12
O -0.06 -1.40 0.43
C 0.22 -0.10 0.56
O 1.30 0.39 0.33
C -0.99 0.66 1.08
C -1.11 1.97 0.35
C -1.67 2.04 -0.91
C -1.70 3.23 -1.61
C -1.15 4.37 -1.05
C -0.60 4.33 0.21
C -0.58 3.13 0.92
O -0.05 3.16 2.18
C -0.23 2.09 2.99
C 0.09 2.26 4.34
C -0.08 1.23 5.23
C -0.59 0.01 4.80
C -0.91 -0.16 3.46
C -0.73 0.87 2.55
H -1.30 -1.11 3.11
H -0.74 -0.80 5.49
H 0.17 1.36 6.27
H 0.48 3.22 4.65
H -0.18 5.20 0.68
H -1.16 5.30 -1.60
H -2.14 3.27 -2.60
H -2.09 1.14 -1.34
H -1.87 0.03 0.93
C -0.16 -3.34 -3.39
H -0.74 -2.72 -4.07
H -0.79 -4.13 -2.97
C 1.01 -4.02 -4.13
C 1.84 -3.06 -4.81
N 2.48 -2.28 -5.35
H 0.61 -4.71 -4.87
H 1.61 -4.57 -3.41
H 1.13 -0.62 -1.86
H 0.81 -0.95 -3.56
H -0.54 -0.59 -2.45

Properties
Molecular weight ... 350.4 g mol⁻¹
Orbital gap ... 9.087 eV
SMILES ... CN(CCC#N)C(=O)COC(=O)C1c2ccccc2Oc2ccccc21
E_HOMO ... -8.51 eV
Total charge ... 0
LUMO energy ... 0.582 eV

=====

Name the most stable of them. #ii.

=====

#i
ORCA calculation (ωB97M-V with the def2-TZVPD basis set) on a gas-phase ion, C20H26FN2O2 (charge +1).

Cartesian coordinates (Å):
C 6.27 0.28 0.33
H 6.72 -0.54 -0.24
O 5.27 0.94 -0.40
C 4.20 0.23 -0.83
C 3.96 -1.11 -0.57
C 2.83 -1.74 -1.07
C 1.92 -1.05 -1.84
C 2.16 0.30 -2.12
C 3.28 0.94 -1.63
O 3.59 2.24 -1.86
C 2.80 2.99 -2.74
H 2.76 2.53 -3.74
H 3.28 3.97 -2.82
H 1.78 3.13 -2.36
H 1.46 0.83 -2.75
C 0.66 -1.71 -2.34
N -0.46 -1.64 -1.41
C -0.92 -0.29 -1.14
C -2.26 -0.36 -0.42
N -2.10 -1.10 0.86
H -1.39 -0.60 1.40
C -1.57 -2.46 0.58
C -0.25 -2.34 -0.17
H 0.11 -3.35 -0.39
H 0.50 -1.85 0.48
H -1.44 -2.99 1.52
H -2.30 -2.98 -0.04
C -3.36 -1.12 1.66
C -3.72 0.27 2.12
C -2.90 0.90 3.06
C -3.23 2.18 3.48
C -4.34 2.85 3.00
C -5.14 2.21 2.07
C -4.83 0.93 1.63
H -5.47 0.45 0.90
H -6.02 2.71 1.68
H -4.57 3.84 3.36
F -2.43 2.77 4.38
H -2.04 0.41 3.50
H -3.20 -1.77 2.52
H -4.15 -1.54 1.04
H -2.98 -0.91 -1.04
H -2.65 0.63 -0.21
H -1.06 0.23 -2.09
H -0.20 0.29 -0.54
H 0.84 -2.77 -2.53
H 0.33 -1.25 -3.27
H 2.69 -2.79 -0.86
H 4.66 -1.68 0.02
H 7.03 1.03 0.54
H 5.89 -0.11 1.28

Properties
Molecular weight ... 345.4 g mol⁻¹
Orbital gap ... 7.949 eV
SMILES ... COc1ccc(CN2CC[NH+](Cc3cccc(F)c3)CC2)cc1OC
E_HOMO ... -10.35 eV
Total charge ... +1
LUMO energy ... -2.405 eV

=====

#ii
ORCA calculation (ωB97M-V with the def2-TZVPD basis set) on a gas-phase ion, C20H26FN2O2 (charge +1).

Cartesian coordinates (Å):
O -2.41 -0.83 0.57
H -3.33 -1.07 0.39
C -1.55 -1.89 0.23
C -0.18 -1.60 0.86
N 0.45 -0.40 0.25
C 1.92 -0.47 0.16
C 2.58 -0.28 1.53
N 2.18 1.01 2.02
C 3.03 1.76 2.85
C 2.88 3.14 2.92
C 3.70 3.94 3.68
C 4.74 3.36 4.39
C 4.92 1.99 4.33
C 4.08 1.20 3.57
H 4.23 0.13 3.55
H 5.73 1.53 4.88
H 5.39 3.98 4.98
H 3.53 5.01 3.70
F 1.88 3.73 2.20
C 0.75 1.07 2.23
C 0.04 0.87 0.90
H -1.04 0.86 1.03
H 0.32 1.69 0.23
H 0.46 2.04 2.63
H 0.43 0.31 2.96
H 3.66 -0.29 1.39
H 2.30 -1.10 2.21
H 2.21 -1.43 -0.28
H 2.25 0.34 -0.50
H 0.06 -0.41 -0.73
H -0.31 -1.44 1.94
H 0.47 -2.46 0.71
C -1.44 -2.09 -1.29
H -0.78 -2.94 -1.50
H -2.43 -2.32 -1.71
O -0.88 -0.97 -1.96
C -1.83 -0.01 -2.47
C -2.82 -0.63 -3.42
C -2.36 -1.31 -4.54
C -3.26 -1.89 -5.42
C -4.62 -1.79 -5.18
C -5.08 -1.11 -4.07
C -4.18 -0.53 -3.19
H -4.55 0.00 -2.32
H -6.14 -1.02 -3.89
H -5.32 -2.24 -5.87
H -2.90 -2.42 -6.29
H -1.30 -1.39 -4.72
H -1.20 0.72 -2.98
H -2.35 0.48 -1.64
H -1.92 -2.83 0.67

Properties
Molecular weight ... 345.4 g mol⁻¹
Orbital gap ... 8.707 eV
SMILES ... O[C@@H](COCc1ccccc1)C[NH+]1CCN(c2ccccc2F)CC1
E_HOMO ... -10.95 eV
Total charge ... +1
LUMO energy ... -2.240 eV

=====

Name the most stable of them. #ii.

=====

#i
ORCA calculation (ωB97M-V with the def2-TZVPD basis set) on a molecular structure, C10H15N3.

Cartesian coordinates (Å):
C 2.45 2.11 -0.72
C 2.09 0.64 -0.20
C 3.07 -1.33 0.69
C 2.04 -2.22 0.08
C 0.91 -0.18 -0.32
C -1.20 -0.35 -1.33
C -2.19 -1.25 -0.57
C -2.91 -0.07 0.39
C -1.82 0.45 1.37
C -0.68 1.21 0.61
H 3.59 2.31 -0.03
H 1.68 2.82 -0.01
H 2.45 2.45 -2.00
H 4.01 -1.71 0.96
H 2.21 -3.19 0.04
H -0.63 -1.06 -1.99
H -2.13 0.22 -1.81
H -2.75 -2.12 -1.28
H -1.68 -1.93 0.33
H -3.89 -0.55 1.09
H -3.17 0.72 -0.57
H -1.55 -0.58 1.92
H -2.23 0.99 2.30
H -1.27 2.10 0.23
H -0.01 1.64 1.31
N 3.05 -0.02 0.57
N 0.82 -1.60 -0.36
N -0.27 0.51 -0.67

Properties
Molecular weight ... 177.3 g mol⁻¹
Orbital gap ... 8.574 eV
E_HOMO ... -8.32 eV
Total charge ... 0
LUMO energy ... 0.252 eV

=====

#ii
ORCA calculation (ωB97M-V with the def2-TZVPD basis set) on C10H15N3 in the gas phase.

Cartesian coordinates (Å):
C -3.24 -0.12 0.11
C -2.75 1.10 0.12
C -1.43 1.50 -0.15
C -0.51 0.53 -0.49
C -0.90 -0.77 -0.16
C -2.26 -1.13 -0.14
C 2.00 1.30 -0.23
C 3.09 0.74 0.62
C 2.39 -1.45 0.02
C 1.69 -0.71 -1.27
H -4.91 -1.31 0.52
H -5.35 0.13 0.90
H -3.57 1.71 0.39
H -1.06 2.51 -0.20
H -0.27 -1.60 -0.16
H -2.55 -2.08 0.25
H 2.49 1.92 -1.06
H 1.20 2.03 0.25
H 4.00 0.64 0.19
H 3.02 1.61 1.35
H 1.73 -0.44 1.76
H 1.81 -2.20 0.36
H 3.46 -1.90 -0.07
H 0.79 -1.22 -1.62
H 2.34 -0.41 -1.99
N -4.78 -0.33 0.19
N 0.94 0.45 -0.75
N 2.66 -0.50 1.26

Properties
Molecular weight ... 177.3 g mol⁻¹
Orbital gap ... 8.513 eV
SMILES ... Nc1ccc(N2CCNCC2)cc1
E_HOMO ... -7.62 eV
Total charge ... 0
LUMO energy ... 0.895 eV

=====

#iii
ORCA calculation (ωB97M-V with the def2-TZVPD basis set) on 2 unconnected molecules or ions with the total composition C10H15N3.

Cartesian coordinates (Å):
C -3.27 1.56 -0.94
C -2.35 -2.03 0.11
C -3.27 2.08 1.58
C -3.02 1.74 0.31
C 2.97 1.40 -1.31
C 2.19 1.03 0.02
C 2.24 -0.37 0.51
C 1.38 -1.35 -0.38
C 0.43 -2.29 0.50
C -1.71 -1.50 1.26
N -3.00 1.20 -2.07
N -2.61 -2.40 -0.94
N -0.44 -1.56 1.38
H -4.17 2.55 1.91
H -2.38 2.01 2.15
H 4.00 1.73 -1.05
H 2.91 0.52 -1.98
H 2.62 2.29 -1.85
H 1.15 1.28 0.09
H 2.69 1.58 0.76
H 2.03 -0.59 1.57
H 3.34 -0.77 0.52
H 2.02 -2.00 -0.90
H 0.92 -0.67 -1.11
H 1.22 -2.82 1.17
H 0.01 -2.93 -0.30
H -2.32 -0.93 1.91
H -3.58 1.24 -2.93

Properties
Molecular weight ... 177.3 g mol⁻¹
Orbital gap ... 8.581 eV
SMILES ... CCCCC/N=C\C#N.C=C=C=N
E_HOMO ... -8.73 eV
Total charge ... 0
LUMO energy ... -0.146 eV

=====

Name the most stable of them. #ii.

=====

#i
ORCA calculation (ωB97M-V with the def2-TZVPD basis set) on 2 unconnected molecules or ions with the total composition C5H13N2O.

Cartesian coordinates (Å):
C 0.45 -0.07 2.24
C 0.31 -1.24 1.25
C 0.57 -0.95 -0.20
C -0.40 -0.77 -1.09
N -0.26 -0.22 -2.38
C 0.52 -0.69 -3.25
N 0.02 1.23 1.69
H -0.02 -0.41 3.16
H 1.47 0.03 2.61
H 0.88 -2.11 1.59
H -0.75 -1.54 1.31
H 1.63 -0.85 -0.41
H -1.41 -1.14 -0.92
H 1.19 -1.55 -3.18
H 0.59 -0.17 -4.21
H -0.22 1.88 2.47
H -0.76 1.16 1.02
H 0.86 1.61 1.14
H -0.98 1.71 -1.46
H -2.27 2.27 -0.77
O -1.43 1.83 -0.60

Properties
Molecular weight ... 117.2 g mol⁻¹
Orbital gap (alpha / beta) ... 3.842 / 9.945 eV
E_HOMO (alpha / beta) ... -3.07 / -9.28 eV
<S²> ... 0.751
Spin multiplicity ... 2
Total charge ... 0
LUMO energy (alpha / beta) ... 0.769 / 0.667 eV

=====

#ii
ORCA calculation (ωB97M-V with the def2-TZVPD basis set) on 2 unconnected molecules or ions with the total composition C5H13N2O.

Cartesian coordinates (Å):
C -1.95 -0.11 1.08
N -0.59 0.16 1.51
C -0.08 -0.27 2.71
N 1.29 -0.22 2.98
H -2.03 -0.57 0.10
H -2.51 0.83 1.07
H -2.39 -0.76 1.84
H 0.05 0.48 0.81
H -0.74 -0.65 3.47
H 1.93 0.25 2.37
H 1.68 -0.75 3.74
C -0.26 1.17 -1.40
C 0.13 0.13 -2.12
O -0.76 -0.82 -2.53
C 1.56 -0.13 -2.51
H 0.44 1.99 -1.26
H -1.27 1.36 -1.08
H -0.27 -1.51 -2.98
H 2.20 0.69 -2.19
H 1.92 -1.03 -2.02
H 1.67 -0.25 -3.59

Properties
Molecular weight ... 117.2 g mol⁻¹
Orbital gap (alpha / beta) ... 4.945 / 9.089 eV
E_HOMO (alpha / beta) ... -4.20 / -8.37 eV
<S²> ... 0.753
Spin multiplicity ... 2
Total charge ... 0
LUMO energy (alpha / beta) ... 0.744 / 0.721 eV

=====

Name the most stable of them. #ii.